{
  "formula": "C32H96O16",
  "method": "ωB97M-V with the def2-TZVPD basis set",
  "gap_ev": 9.65,
  "e_tot_ev": -67496.3615,
  "mol_weight_g_mol": 737.10,
  "spin_multiplicity": 1,
  "de_lowest_kcal_mol": 71.1,
  "homo_energy_ev": -9.46,
  "e_lumo_ev": 0.19,
  "species": ["O", "O", "O", "O", "O", "O", "O", "O", "O", "O", "O", "O", "O", "O", "O", "O", "C", "C", "C", "C", "C", "C", "C", "C", "C", "C", "C", "C", "C", "C", "C", "C", "C", "C", "C", "C", "C", "C", "C", "C", "C", "C", "C", "C", "C", "C", "C", "C", "H", "H", "H", "H", "H", "H", "H", "H", "H", "H", "H", "H", "H", "H", "H", "H", "H", "H", "H", "H", "H", "H", "H", "H", "H", "H", "H", "H", "H", "H", "H", "H", "H", "H", "H", "H", "H", "H", "H", "H", "H", "H", "H", "H", "H", "H", "H", "H", "H", "H", "H", "H", "H", "H", "H", "H", "H", "H", "H", "H", "H", "H", "H", "H", "H", "H", "H", "H", "H", "H", "H", "H", "H", "H", "H", "H", "H", "H", "H", "H", "H", "H", "H", "H", "H", "H", "H", "H", "H", "H", "H", "H", "H", "H", "H", "H"],
  "xyz": [[-10.84776, 12.03526, -2.52829], [-13.82903, 14.54414, -9.38007], [-15.77489, 11.36587, -3.93629], [-9.88638, 14.17486, -3.98299], [-11.37438, 16.23604, -4.98435], [-18.00200, 11.85840, -7.54696], [-12.89970, 14.68454, -6.52742], [-15.44111, 8.08224, -10.04400], [-16.60449, 19.73061, -6.11076], [-15.72083, 16.21925, -1.28198], [-11.15540, 16.83490, -8.39503], [-14.23050, 9.22121, -4.52881], [-13.36278, 12.86459, -11.71343], [-12.02340, 8.32499, -5.89567], [-7.39210, 9.04948, -8.73491], [-18.51284, 14.71657, -8.02496], [-8.57560, 14.57334, -3.62403], [-12.94632, 12.37920, -6.66129], [-14.86077, 15.60057, -9.36855], [-14.45803, 15.73414, -1.45948], [-14.15647, 11.79584, -2.26906], [-17.98491, 15.59137, -7.05613], [-11.40780, 12.17068, -10.50819], [-15.46940, 7.27604, -3.90690], [-13.02965, 13.55984, -5.74812], [-11.93380, 12.82661, -11.75874], [-10.56316, 15.93626, -9.24690], [-16.72472, 11.31445, -7.80946], [-8.28593, 9.81086, -8.00420], [-9.69064, 9.42769, -8.43433], [-13.59992, 8.54108, -8.53040], [-11.39769, 17.53709, -4.51809], [-15.20873, 8.29813, -5.00950], [-15.53411, 18.99178, -6.62962], [-14.94430, 18.18969, -5.41270], [-10.59548, 10.81969, -3.20497], [-10.01812, 18.07817, -4.66588], [-10.46353, 6.42137, -5.86420], [-13.92422, 15.57897, -2.90694], [-9.78766, 14.95331, -8.38021], [-11.74020, 7.03148, -5.31233], [-17.06092, 14.79700, -6.13470], [-15.61747, 12.05229, -2.71407], [-7.75250, 13.37052, -3.17163], [-10.13363, 10.97977, -4.59972], [-16.22332, 11.80632, -9.19173], [-15.44144, 15.66731, -10.78942], [-14.13855, 8.59244, -9.95462], [-14.81977, 19.63397, -7.14480], [-13.87765, 9.41064, -7.93473], [-13.89914, 7.67134, -7.94549], [-11.51673, 12.78995, -9.61783], [-13.51078, 12.38648, -2.91892], [-16.13792, 15.68317, -0.60355], [-11.94612, 12.29752, -7.08676], [-11.83877, 16.30624, -7.97654], [-11.49220, 10.20405, -3.13435], [-14.44983, 14.79236, -3.44832], [-9.60178, 6.89291, -5.39182], [-9.06276, 15.44488, -7.73139], [-13.94612, 16.54430, -3.41265], [-13.13395, 11.43079, -6.15786], [-9.83982, 9.29207, -9.50552], [-19.13040, 15.11933, -8.63978], [-17.36938, 16.33494, -7.56242], [-15.22411, 11.42582, -9.40362], [-11.63697, 13.86891, -11.87543], [-11.35989, 15.48635, -9.83927], [-7.42996, 12.72601, -3.98935], [-14.86878, 7.76011, -5.89441], [-13.59151, 12.43620, -7.53796], [-12.88359, 15.26663, -2.99425], [-14.34308, 18.87514, -4.81538], [-13.52236, 13.49546, -11.00765], [-14.10959, 9.62790, -10.29388], [-13.97853, 13.62294, -5.21544], [-12.51203, 8.47999, -8.50086], [-9.88612, 10.23424, -2.62004], [-16.69830, 15.36271, -5.27645], [-11.79762, 17.66019, -3.51161], [-9.08022, 11.25845, -4.62746], [-16.25851, 6.59545, -4.22656], [-10.37141, 10.21698, -8.11545], [-14.30948, 14.83496, -0.86155], [-16.70490, 11.41195, -4.16987], [-15.84212, 16.66950, -10.94172], [-15.64492, 15.27490, -8.68506], [-11.88637, 11.19556, -10.41756], [-16.02984, 11.43884, -6.97893], [-15.91983, 18.38676, -7.45014], [-13.89075, 10.73879, -2.25745], [-9.67521, 17.96956, -5.69483], [-15.71589, 17.69597, -4.82194], [-14.69972, 15.51411, -11.57330], [-13.48795, 14.41008, -8.49277], [-12.10251, 18.10753, -5.12302], [-12.39853, 15.26835, -5.95333], [-17.98857, 12.80059, -7.73052], [-18.82369, 16.08971, -6.57011], [-10.06592, 19.15718, -4.51904], [-16.40395, 11.72566, -2.03372], [-16.90917, 10.24113, -7.85458], [-6.53171, 9.41038, -8.50893], [-14.66057, 10.01624, -4.20545], [-12.18661, 13.62567, -5.06032], [-11.22134, 11.82090, -1.67034], [-15.71087, 7.70938, -2.93632], [-12.85302, 8.59055, -5.49219], [-14.52638, 6.76355, -3.71678], [-10.44728, 14.35559, -7.75114], [-14.36491, 16.53622, -9.11015], [-9.29192, 17.60555, -4.00455], [-8.10474, 15.19721, -4.38375], [-8.00504, 10.83941, -8.23067], [-10.47775, 5.41469, -5.44648], [-16.15015, 12.89297, -9.23554], [-9.87082, 16.45498, -9.90998], [-17.26832, 19.13178, -5.76098], [-8.09536, 9.68568, -6.93832], [-13.98261, 12.21743, -1.27904], [-10.64817, 11.75157, -5.17215], [-9.16561, 14.38382, -9.07074], [-11.71590, 7.12283, -4.22643], [-10.00037, 8.47437, -8.00613], [-15.80857, 13.10468, -2.92394], [-15.75912, 8.34370, -10.91124], [-12.57078, 6.34666, -5.48340], [-17.62720, 13.98523, -5.67813], [-10.68940, 15.70165, -4.57590], [-13.73674, 16.38607, -0.96668], [-10.43496, 6.28823, -6.94566], [-16.23654, 14.95361, -11.00517], [-8.27841, 12.83403, -2.38189], [-10.10080, 10.06254, -5.18771], [-11.56454, 12.28564, -12.63001], [-13.47293, 8.04254, -10.61994], [-16.05634, 8.85406, -5.41023], [-10.36145, 11.90946, -10.66636], [-10.12643, 13.35766, -3.54011], [-16.79977, 11.37259, -10.00885], [-6.79367, 13.74119, -2.80920], [-14.26332, 17.39190, -5.70916], [-16.15005, 14.35511, -6.53862], [-8.72234, 15.26312, -2.79291]],
  "forces_ev_per_angstrom": [[0.1, 0.7, -0.2], [-0.8, 0.7, -0.5], [-0.3, -0.3, -0.6], [0.0, 0.6, -1.3], [-1.2, -1.1, -0.5], [-0.2, -0.1, 0.6], [-0.3, 1.5, -1.5], [-0.6, -0.1, 0.1], [-0.5, 1.4, -0.1], [-1.9, 0.4, -0.3], [-1.2, 1.7, 0.8], [0.7, -0.8, -0.6], [0.3, -0.4, -0.6], [0.8, -1.3, 0.2], [1.4, -1.2, -0.6], [0.1, -1.2, -0.4], [-0.3, -0.3, 1.1], [0.4, -1.1, -0.1], [0.9, -1.7, -1.1], [3.4, -0.6, 0.1], [-0.9, 1.0, 0.2], [0.9, 0.3, -0.4], [0.7, -0.4, -0.4], [-0.1, 0.2, -0.3], [-0.1, -0.8, 0.2], [-0.6, 0.4, 0.2], [0.9, -0.8, 0.1], [-0.5, -0.4, -1.4], [-0.5, 0.6, -0.3], [-0.3, 0.2, 0.4], [0.2, -0.1, 0.2], [0.0, 0.8, -0.2], [-0.1, 0.2, 0.6], [0.0, -1.4, 1.0], [0.6, 0.2, -1.5], [-0.7, -1.8, 1.0], [0.3, 1.3, -0.3], [-0.5, -0.5, 1.2], [-0.7, -0.2, 0.4], [0.6, -0.3, -1.0], [-0.4, 0.7, -0.7], [-0.6, -0.3, 1.0], [0.7, 0.0, 0.2], [0.8, 0.9, -0.4], [1.3, 0.5, -1.1], [0.7, -0.8, 0.8], [0.0, 0.4, 0.1], [1.0, 0.2, 0.4], [0.1, 0.4, 0.6], [-0.1, 0.1, -0.1], [-0.3, -0.2, -0.4], [-0.1, -0.2, 0.0], [0.2, -0.4, -0.3], [-0.2, 0.2, -0.1], [0.2, 0.1, 0.1], [-0.3, 0.3, 0.5], [-0.4, 0.0, -0.4], [-0.4, 0.4, -0.2], [0.2, 0.2, -0.7], [-0.2, 0.4, 0.0], [-0.4, -0.1, -0.2], [-0.1, -0.1, 0.1], [0.6, 0.3, -0.1], [0.1, 0.3, 0.2], [-0.1, 0.4, 0.0], [0.3, 0.1, 0.2], [0.6, 0.1, 0.1], [0.3, -0.5, -0.3], [-0.6, -0.2, -0.1], [0.6, 0.1, 0.0], [-0.4, 0.2, 0.2], [0.2, 0.0, 0.7], [-0.3, 0.0, 0.3], [-0.6, 0.2, 0.5], [0.0, 0.2, -0.1], [-0.1, -0.4, 0.3], [0.0, 0.3, -0.2], [0.5, 0.0, 0.0], [-0.2, 0.5, -0.1], [0.2, -0.4, 0.5], [0.1, 0.4, 0.2], [0.1, -0.3, 0.2], [-0.3, -0.2, 0.1], [-0.1, -0.6, -0.4], [-0.1, -0.1, -0.4], [-0.2, 0.0, -0.1], [0.1, 0.5, 0.3], [-0.3, 0.1, 0.3], [0.3, 0.6, 0.0], [0.1, -0.7, 0.1], [-0.1, 0.1, -0.1], [-0.1, -0.3, -0.1], [-0.2, 0.3, 0.0], [0.3, 0.0, 0.2], [0.1, 0.2, 0.5], [0.1, -0.1, -0.3], [0.4, 1.2, -0.1], [-0.1, 0.3, -0.1], [0.3, 0.0, 0.6], [0.4, 0.1, 0.4], [0.3, -0.2, 0.5], [0.2, -0.2, -0.1], [0.3, -0.4, -0.3], [-0.5, 0.3, -0.1], [-0.1, -0.8, 0.6], [0.0, 0.2, 0.0], [-0.4, 0.3, -0.2], [-0.3, 0.7, 0.2], [-0.1, -0.4, -0.2], [0.1, -0.2, -0.2], [-0.3, 0.1, 0.2], [-0.1, 0.1, 0.2], [-0.1, -0.5, -0.5], [-0.8, 0.6, 0.1], [0.2, -0.3, 0.0], [-0.2, 0.0, -0.1], [-0.1, 0.2, -0.1], [0.1, -0.1, 0.0], [-0.4, -0.2, 0.3], [-0.1, -0.1, 0.2], [-0.3, -0.2, 0.1], [-0.1, -0.8, 0.2], [0.4, 0.1, 0.2], [0.0, 0.1, 0.3], [0.3, 0.3, 0.3], [-0.3, -0.1, 0.0], [-0.3, -0.1, -0.4], [-0.1, -0.2, -0.1], [0.2, -0.5, 0.4], [0.1, 0.6, 0.1], [0.1, 0.5, 0.1], [0.0, -0.1, 0.4], [0.1, -0.1, -0.1], [-0.7, -0.2, 0.3], [-0.5, -0.1, -0.1], [0.1, -0.2, -0.1], [-0.5, 0.0, 0.5], [0.3, 0.3, 0.3], [-0.2, -0.2, 0.5], [-0.5, 0.4, 0.2], [0.0, 0.1, 0.5], [0.1, -0.1, -0.3], [-0.2, 0.1, -0.7], [0.4, 0.1, 0.5]]
}